[1]
A structure of composition C42H43BrF5FeN3OP at a distorted geometry, computed with the ωB97M-V functional and the def2-TZVPD basis.

Positions of all 97 atoms, in Å:
1 Fe 0.07 -0.15 -0.03
2 C 0.63 1.91 2.23
3 C 2.11 2.21 2.01
4 C 2.98 1.08 2.57
5 C 2.45 2.58 0.57
6 C 2.93 3.87 0.36
7 C 3.34 4.32 -0.88
8 C 3.23 3.46 -1.96
9 C 2.75 2.16 -1.82
10 C 2.66 1.31 -3.08
11 C 1.77 1.99 -4.13
12 C 4.04 1.05 -3.70
13 C 2.37 1.70 -0.53
14 N 1.96 0.33 -0.33
15 C 2.92 -0.66 -0.57
16 C 4.30 -0.47 -0.46
17 C 5.19 -1.52 -0.66
18 C 4.74 -2.79 -0.99
19 C 3.37 -3.01 -1.11
20 C 2.53 -1.95 -0.88
21 F 1.17 -2.16 -0.95
22 H 0.36 1.96 3.29
23 H 0.40 0.89 1.90
24 H -0.02 2.60 1.68
25 H 2.33 3.10 2.60
26 H 2.79 0.14 2.05
27 H 2.77 0.92 3.64
28 H 4.05 1.32 2.48
29 H 3.02 4.54 1.22
30 H 3.73 5.32 -1.01
31 H 3.53 3.81 -2.95
32 H 2.21 0.35 -2.84
33 H 2.23 2.90 -4.53
34 H 0.81 2.26 -3.72
35 H 1.60 1.31 -4.98
36 H 4.51 1.98 -4.01
37 H 3.94 0.41 -4.59
38 H 4.70 0.55 -3.00
39 H 4.67 0.52 -0.19
40 H 6.25 -1.35 -0.55
41 H 5.43 -3.61 -1.16
42 H 2.97 -3.98 -1.36
43 F -3.50 -6.23 -0.72
44 C -2.90 -5.21 -0.16
45 C -2.64 -5.20 1.19
46 F -3.02 -6.21 1.94
47 C -2.01 -4.11 1.76
48 F -1.84 -4.16 3.08
49 C -1.59 -3.02 1.03
50 P -0.67 -1.61 1.79
51 C -1.87 -1.02 3.02
52 C -3.24 -1.22 2.88
53 C -4.12 -0.72 3.82
54 C -3.65 0.00 4.91
55 C -2.29 0.24 5.04
56 C -1.40 -0.27 4.10
57 C 0.66 -2.36 2.78
58 C 1.94 -2.32 2.20
59 C 3.03 -2.86 2.86
60 C 2.86 -3.43 4.12
61 C 1.60 -3.43 4.72
62 C 0.51 -2.89 4.06
63 C -1.90 -3.04 -0.34
64 Br -1.56 -1.59 -1.51
65 C -2.54 -4.11 -0.92
66 F -2.84 -4.11 -2.21
67 H -3.62 -1.78 2.03
68 H -5.19 -0.91 3.72
69 H -4.34 0.39 5.65
70 H -1.91 0.80 5.89
71 H -0.34 -0.08 4.21
72 H 2.08 -1.86 1.24
73 H 4.01 -2.82 2.40
74 H 3.71 -3.86 4.64
75 H 1.47 -3.85 5.71
76 H -0.45 -2.89 4.55
77 C -1.63 1.43 -2.80
78 N -2.75 1.52 -1.88
79 C -4.07 1.66 -2.52
80 C -5.17 1.32 -1.55
81 C -4.94 2.08 -0.27
82 N -3.61 1.78 0.26
83 C -3.41 2.04 1.69
84 C -2.56 1.52 -0.54
85 O -1.42 1.30 -0.03
86 H -1.70 0.54 -3.43
87 H -1.62 2.31 -3.45
88 H -0.70 1.41 -2.25
89 H -4.09 0.99 -3.38
90 H -4.19 2.68 -2.89
91 H -5.17 0.24 -1.34
92 H -6.14 1.58 -1.98
93 H -5.67 1.80 0.49
94 H -5.05 3.16 -0.45
95 H -4.11 1.45 2.27
96 H -3.57 3.10 1.91
97 H -2.40 1.77 1.97

The calculated total energy comes out at -178072.03666 eV. Its spin multiplicity is 5. The HOMO energy (spin up / spin down) comes out at -9.75 / -9.87 eV. For the HOMO-LUMO gap (spin up / spin down), the calculation gives 0.26932 / 0.26481 Ha. The net charge is +1. The LUMO energy (spin up / spin down) is -2.421 / -2.662 eV.

[2]
A structure of composition C42H43ClN3O5PSSn at a distorted geometry, computed with the ωB97M-V functional and the def2-TZVPD basis.

Positions of all 97 atoms, in Å:
1 Sn 1.82 -0.26 0.47
2 O -1.80 0.31 -0.12
3 C -1.08 0.84 -0.93
4 C -1.15 0.71 -2.40
5 C -2.25 1.23 -3.06
6 C -2.31 1.17 -4.44
7 C -1.27 0.59 -5.15
8 C -0.18 0.04 -4.50
9 C -0.11 0.10 -3.11
10 P 1.23 -0.76 -2.20
11 C 2.68 -0.52 -3.28
12 C 3.37 0.69 -3.13
13 C 4.39 1.02 -4.00
14 C 4.75 0.13 -5.00
15 C 4.12 -1.10 -5.11
16 C 3.08 -1.43 -4.26
17 C 0.80 -2.52 -2.36
18 C -0.34 -3.00 -2.99
19 C -0.61 -4.36 -2.97
20 C 0.25 -5.23 -2.32
21 C 1.38 -4.75 -1.68
22 C 1.65 -3.40 -1.69
23 H -3.05 1.68 -2.49
24 H -3.16 1.57 -4.96
25 H -1.31 0.55 -6.23
26 H 0.61 -0.43 -5.06
27 H 3.07 1.37 -2.32
28 H 4.90 1.96 -3.90
29 H 5.53 0.40 -5.70
30 H 4.43 -1.80 -5.87
31 H 2.58 -2.38 -4.35
32 H -1.00 -2.32 -3.51
33 H -1.49 -4.74 -3.47
34 H 0.03 -6.29 -2.31
35 H 2.05 -5.43 -1.17
36 H 2.55 -3.00 -1.21
37 C -5.36 4.67 1.88
38 C -4.02 4.05 1.74
39 C -3.70 2.84 2.36
40 C -2.45 2.26 2.19
41 C -1.51 2.93 1.42
42 C -1.78 4.15 0.82
43 C -3.04 4.69 0.98
44 S 0.02 2.15 1.07
45 O 1.19 2.93 1.04
46 O -0.10 1.69 -0.55
47 O 0.18 0.87 1.76
48 H -6.05 4.02 2.41
49 H -5.79 4.91 0.91
50 H -5.27 5.61 2.44
51 H -4.43 2.34 2.97
52 H -2.20 1.31 2.62
53 H -1.01 4.64 0.24
54 H -3.27 5.64 0.51
55 C 2.00 -4.32 4.64
56 C 1.41 -5.41 3.73
57 C 1.96 -6.75 4.27
58 C 1.93 -5.24 2.29
59 C -0.16 -5.42 3.83
60 O -0.54 -5.80 5.14
61 C -0.79 -6.34 2.75
62 C -2.19 -6.87 3.10
63 C -3.33 -5.94 2.78
64 C -4.17 -5.47 3.79
65 C -5.26 -4.68 3.48
66 C -5.51 -4.33 2.16
67 Cl -6.87 -3.34 1.77
68 C -4.68 -4.79 1.15
69 C -3.60 -5.59 1.47
70 C -0.83 -4.01 3.76
71 N -0.57 -3.24 2.58
72 C 0.31 -2.26 2.39
73 N 0.30 -1.91 1.10
74 C -0.67 -2.70 0.56
75 N -1.18 -3.51 1.44
76 H 3.04 -4.55 4.85
77 H 1.47 -4.30 5.58
78 H 1.97 -3.33 4.18
79 H 3.02 -6.82 4.05
80 H 1.48 -7.62 3.82
81 H 1.85 -6.80 5.36
82 H 3.01 -5.19 2.31
83 H 1.56 -4.34 1.80
84 H 1.65 -6.10 1.68
85 H -0.29 -6.72 5.29
86 H -0.14 -7.20 2.61
87 H -0.84 -5.80 1.81
88 H -2.23 -7.14 4.16
89 H -2.35 -7.78 2.52
90 H -3.99 -5.75 4.81
91 H -5.93 -4.35 4.26
92 H -4.90 -4.54 0.13
93 H -2.98 -5.98 0.67
94 H -0.51 -3.45 4.64
95 H -1.90 -4.19 3.83
96 H 0.91 -1.80 3.15
97 H -0.98 -2.66 -0.46

The calculated total energy comes out at -97424.51817 eV. Its spin multiplicity is 1. The HOMO energy comes out at -12.32 eV. For the HOMO-LUMO gap, the calculation gives 0.21578 Ha. The net charge is +2. The LUMO energy is -6.450 eV.

[3]
A cluster of 11 separate species, C42H43F5N6 in total, computed with the ωB97M-V functional and the def2-TZVPD basis.

Positions of all 96 atoms, in Å:
1 F 0.71 -1.17 -2.87
2 C -0.62 -1.37 -3.08
3 C -1.03 -2.63 -3.48
4 C -2.38 -2.81 -3.75
5 C -3.28 -1.77 -3.59
6 C -2.83 -0.53 -3.17
7 C -1.48 -0.31 -2.91
8 H -0.30 -3.42 -3.56
9 H -2.71 -3.79 -4.09
10 H -4.33 -1.90 -3.79
11 H -3.52 0.29 -3.03
12 H -1.12 0.65 -2.56
13 F 1.53 0.64 3.35
14 C 1.63 1.81 4.01
15 C 2.69 2.65 3.72
16 C 2.83 3.83 4.43
17 C 1.91 4.17 5.42
18 C 0.84 3.33 5.68
19 C 0.70 2.14 4.98
20 H 3.37 2.33 2.94
21 H 3.66 4.50 4.22
22 H 2.06 5.09 5.97
23 H 0.10 3.57 6.43
24 H -0.19 1.53 5.12
25 F 5.98 4.10 -4.74
26 C 5.21 2.99 -4.72
27 C 4.35 2.81 -3.65
28 C 3.49 1.71 -3.66
29 C 3.56 0.79 -4.69
30 C 4.48 0.97 -5.72
31 C 5.32 2.08 -5.75
32 H 4.30 3.55 -2.87
33 H 2.77 1.60 -2.86
34 H 2.89 -0.06 -4.77
35 H 4.58 0.24 -6.51
36 H 6.03 2.25 -6.54
37 F 1.13 -3.67 -0.46
38 C 0.41 -4.69 -1.00
39 C -0.90 -4.87 -0.57
40 C -1.60 -5.96 -1.06
41 C -1.00 -6.87 -1.93
42 C 0.31 -6.67 -2.34
43 C 1.02 -5.56 -1.86
44 H -1.34 -4.23 0.18
45 H -2.63 -6.12 -0.74
46 H -1.57 -7.72 -2.26
47 H 0.81 -7.31 -3.04
48 H 2.04 -5.45 -2.21
49 F -1.13 0.53 2.83
50 C -2.38 0.99 3.11
51 C -3.27 0.09 3.67
52 C -4.56 0.53 3.96
53 C -4.91 1.86 3.79
54 C -3.96 2.76 3.32
55 C -2.69 2.32 2.96
56 H -3.02 -0.95 3.82
57 H -5.27 -0.19 4.35
58 H -5.91 2.18 4.03
59 H -4.26 3.78 3.16
60 H -1.99 3.03 2.54
61 C 0.31 -2.16 4.27
62 C -0.37 -3.09 3.38
63 N -0.90 -3.82 2.68
64 H 0.13 -1.14 3.96
65 H 1.38 -2.34 4.31
66 H -0.07 -2.30 5.29
67 C -3.13 -1.56 0.40
68 C -4.07 -2.18 1.31
69 N -4.84 -2.68 2.00
70 H -2.60 -2.34 -0.16
71 H -2.43 -0.87 0.86
72 H -3.69 -0.97 -0.33
73 C 3.47 -2.38 -2.23
74 C 2.96 -2.97 -3.46
75 N 2.57 -3.46 -4.42
76 H 4.52 -2.13 -2.36
77 H 3.43 -3.15 -1.46
78 H 2.86 -1.54 -1.92
79 C 1.42 4.79 1.33
80 C 0.64 5.48 0.31
81 N 0.02 6.02 -0.49
82 H 0.79 4.06 1.84
83 H 1.76 5.53 2.06
84 H 2.26 4.30 0.85
85 C 0.58 -0.39 0.18
86 C 1.26 0.87 -0.06
87 N 1.79 1.88 -0.23
88 H 0.54 -0.57 1.25
89 H 1.08 -1.23 -0.30
90 H -0.43 -0.31 -0.22
91 C -2.73 4.30 -0.44
92 C -2.38 2.89 -0.50
93 N -2.13 1.77 -0.56
94 H -3.80 4.41 -0.26
95 H -2.51 4.79 -1.39
96 H -2.20 4.83 0.35

The calculated total energy comes out at -66778.31476 eV. As for the SMILES: Fc1ccccc1.Fc1ccccc1.Fc1ccccc1.Fc1ccccc1.Fc1ccccc1.CC#N.CC#N.CC#N.CC#N.CC#N.CC#N. Its spin multiplicity is 1. The HOMO energy comes out at -9.07 eV. For the HOMO-LUMO gap, the calculation gives 0.34661 Ha. The LUMO energy is 0.363 eV.